No. 1
ORCA calculation (ωB97M-V/def2-TZVPD) on C36H42AsN6O2S2Zr as an isolated structure.

Last column: Mulliken charge in e.
Atoms and positions in Å:
1 Zr 0.197 -0.902 0.254  -1.3209
2 As 1.414 1.898 -0.266  1.0882
3 S -2.167 0.522 1.298  1.6123
4 S 1.619 -0.829 -2.000  -0.4913
5 O -2.972 0.966 2.393  -0.7400
6 O -0.733 0.944 1.299  -0.3562
7 N 3.439 -2.631 -2.608  -0.3751
8 N 0.931 -0.818 2.661  1.0984
9 N 3.086 -2.430 -0.382  -1.6088
10 N -1.971 -1.023 1.059  0.4479
11 N -0.204 -2.998 1.369  1.1737
12 N 2.383 -1.760 0.585  1.1271
13 C -0.707 -5.238 2.953  -0.8989
14 C -2.091 0.857 -1.381  -0.0824
15 C 4.017 4.356 -1.153  -0.1501
16 C -3.601 -3.057 3.747  -0.9646
17 C -2.282 -1.991 2.025  -0.1073
18 C -1.310 -2.147 -2.603  1.7119
19 C -2.746 1.206 -0.209  0.3647
20 C 2.907 3.849 -1.824  0.1723
21 C 2.763 -2.055 -1.603  0.7571
22 C 3.446 6.592 -1.824  -0.4594
23 C -3.387 2.502 -2.581  0.7441
24 C 1.898 -1.042 5.268  -0.5873
25 C -2.411 1.501 -2.560  -0.9602
26 C 2.642 -1.517 4.197  -0.9189
27 C 2.583 2.386 -1.778  -1.2871
28 C 4.285 5.717 -1.151  -0.7467
29 C 0.589 -4.047 1.345  -0.2805
30 C 0.232 -0.360 3.698  -0.6908
31 C 0.366 -5.204 2.114  -1.1859
32 C -0.778 -2.401 -1.178  -0.4172
33 C 2.079 4.736 -2.507  -0.1851
34 C -3.385 -1.996 2.845  -0.5137
35 C 0.324 3.486 0.022  -1.4845
36 C 2.656 2.087 1.226  -1.4214
37 C -4.038 2.823 -1.395  -0.7761
38 C -3.721 2.187 -0.202  -0.7369
39 C -2.751 -4.122 3.808  -0.9113
40 C 2.122 -1.390 2.918  1.0478
41 C -3.717 3.220 -3.856  -1.5515
42 C -1.607 -4.149 2.980  0.9270
43 C -0.784 -3.199 -3.577  -1.6695
44 C -2.838 -2.154 -2.604  -1.8089
45 C 2.346 6.096 -2.509  -0.7092
46 C -1.344 -3.059 2.126  0.2847
47 C 2.850 -1.910 1.770  -1.1280
48 C 0.673 -0.458 5.011  -1.0730
49 H -0.226 3.353 0.948  0.4529
50 H -4.806 3.586 -1.400  0.4453
51 H 2.272 -1.130 6.279  0.4602
52 H 3.432 1.325 1.156  0.2807
53 H 2.109 1.965 2.161  0.3593
54 H -4.215 2.456 0.721  0.5603
55 H -4.762 3.527 -3.873  0.4055
56 H 2.109 2.041 -2.696  0.6329
57 H 1.219 4.358 -3.049  0.4252
58 H -0.715 0.112 3.485  0.5015
59 H -0.967 -1.177 -2.984  -0.3109
60 H -3.530 2.591 -4.724  0.3957
61 H -0.896 -6.095 3.587  0.4577
62 H 1.058 -6.030 2.037  0.5078
63 H -1.087 -4.197 -3.251  0.3474
64 H -4.108 -1.197 2.786  0.5848
65 H 3.607 -1.980 4.343  0.5349
66 H -3.257 -1.468 -1.866  0.2830
67 H 3.110 3.078 1.205  0.5313
68 H -1.399 0.010 -1.441  -0.1647
69 H -4.480 -3.024 4.377  0.4209
70 H 0.084 -3.089 -1.225  0.5879
71 H 1.454 -3.997 0.696  0.4477
72 H -1.553 -2.945 -0.630  0.6227
73 H -2.942 -4.954 4.473  0.4479
74 H 4.197 -3.256 -2.393  0.2433
75 H -1.174 -3.045 -4.586  0.4423
76 H 0.049 -0.074 5.804  0.5402
77 H 5.156 6.092 -0.630  0.3936
78 H 3.483 1.783 -1.643  0.5710
79 H 1.695 6.770 -3.051  0.4067
80 H 3.249 -2.386 -3.562  0.2330
81 H -3.238 -1.883 -3.583  0.4080
82 H -3.108 4.120 -3.959  0.2836
83 H 0.306 -3.177 -3.624  0.2891
84 H -1.918 1.212 -3.481  0.4720
85 H 4.692 3.676 -0.645  0.4409
86 H 0.963 4.367 0.083  0.5263
87 H -0.380 3.611 -0.801  0.2828
88 H 3.654 7.654 -1.826  0.3979
89 H 3.767 -2.471 1.917  0.4320
90 H -3.204 -3.154 -2.359  0.4606

Output
HOMO level ... -10.33 eV
DFT total energy ... -4955.149405 hartree
Frontier orbital gap ... 6.7 eV
F_max ... 0.4 eV/Å
Net charge ... +1

No. 2
ORCA calculation (ωB97M-V/def2-TZVPD) on C13H26ClINOP2Pt as an isolated structure.

Last column: Mulliken charge in e.
Atoms and positions in Å:
1 Pt -0.178 0.214 -0.248  0.5284
2 I 0.171 0.844 -2.657  0.3857
3 Cl -2.197 1.580 -0.224  -0.2564
4 P 1.338 1.823 0.607  1.0216
5 P -1.206 -1.871 -0.725  1.0245
6 O 2.457 -0.061 -4.489  -0.2312
7 N -0.506 -0.299 1.838  0.0957
8 C -2.962 -1.839 -0.244  -1.2299
9 C -1.773 -0.141 3.868  -0.9165
10 C -1.539 0.213 2.543  -0.1292
11 C 0.429 3.109 1.523  -1.2362
12 C 0.350 -1.158 2.445  -0.5827
13 C 1.520 0.647 -4.681  0.5069
14 C -0.455 -3.335 0.047  -1.1470
15 C 2.230 2.798 -0.641  -1.3238
16 C 0.181 -1.532 3.784  -0.8357
17 C -1.305 -2.302 -2.489  -1.3261
18 C -0.899 -1.018 4.492  -0.2927
19 C 0.991 1.417 -5.824  -0.9670
20 C 2.652 1.199 1.696  -1.1343
21 H 1.049 4.014 1.580  0.4744
22 H 2.810 3.573 -0.119  0.4751
23 H -2.643 0.294 4.354  0.5216
24 H -0.429 -3.255 1.137  0.3478
25 H 3.273 2.035 2.048  0.4525
26 H -3.499 -2.625 -0.792  0.4702
27 H -3.076 -2.006 0.833  0.3467
28 H 0.188 2.771 2.537  0.3487
29 H -1.050 -1.307 5.531  0.4347
30 H -0.300 -2.458 -2.895  0.3952
31 H 1.516 3.271 -1.325  0.3975
32 H 3.278 0.508 1.120  0.4065
33 H 2.250 0.664 2.561  0.3374
34 H 0.913 -2.221 4.216  0.5127
35 H -0.024 1.076 -6.075  0.3529
36 H -3.375 -0.855 -0.495  0.3769
37 H 2.909 2.151 -1.206  0.3972
38 H -1.017 -4.236 -0.234  0.4510
39 H -1.889 -3.230 -2.582  0.4764
40 H 0.932 2.484 -5.569  0.3527
41 H -0.503 3.324 0.989  0.3753
42 H -1.805 -1.497 -3.040  0.3944
43 H 1.169 -1.541 1.835  0.7269
44 H -2.181 0.905 2.010  0.4696
45 H 1.630 1.305 -6.719  0.3457
46 H 0.574 -3.428 -0.318  0.4059

Output
HOMO level (alpha / beta) ... -16.81 / -19.09 eV
DFT total energy ... -2199.729203 hartree
Spin multiplicity ... 5
Frontier orbital gap (alpha / beta) ... 6.2 / 5.1 eV
F_max ... 2.9 eV/Å
Net charge ... +3

Quick rundown of ΔE to the lowest compared entry with this formula, charge and spin, same order as above: 1.399; 0.000 eV
Quick rundown of M, same order as above: 821.05; 631.74 g mol⁻¹